This record from the Open Molecules 2025 dataset describes a structure of composition C36H43F6NO7PS3SiTi. The level of theory is ωB97M-V/def2-TZVPD.

```
99
Properties=species:S:1:pos:R:3:forces:R:3
Ti -0.99740 1.90183 -0.07112 -0.3450 -0.2465 0.2000
C 6.39491 2.94087 -1.81646 -0.0088 0.0103 0.0052
C 5.97533 3.99544 -1.02099 0.0344 -0.0036 -0.0181
C 4.69993 3.98440 -0.47103 -0.0195 0.0201 0.0151
C 3.83805 2.91753 -0.70383 -0.0675 -0.0419 -0.0083
C 4.26792 1.86242 -1.50866 0.0235 0.0109 -0.0025
C 5.53793 1.87439 -2.06182 -0.0144 -0.0145 0.0024
P 2.18551 2.96846 0.09724 0.1393 0.0714 0.0247
C 1.23634 2.20874 -1.28535 -0.0103 -0.1411 -0.1096
C 0.95947 3.06246 -2.37297 0.0654 0.0329 0.0192
C 0.40109 2.56897 -3.52917 -0.0115 -0.0550 -0.0120
C 0.07869 1.21160 -3.63072 0.0143 0.0756 0.0066
C 0.31622 0.36416 -2.57080 -0.0444 -0.0322 0.0410
C 0.90280 0.85480 -1.39375 0.0754 0.1359 0.1416
C 2.35357 1.67023 1.38204 0.0415 0.0211 0.0105
C 3.60037 1.24921 1.77920 -0.0588 0.0319 -0.0329
C 3.79266 0.56654 2.99805 0.0177 -0.0006 0.0216
C 2.74198 0.37476 3.84329 0.0167 0.0026 -0.0011
C 1.43992 0.79363 3.47681 -0.0054 0.0197 -0.0212
C 0.35650 0.64982 4.37814 -0.0018 -0.0193 0.0132
C -0.89455 1.06394 4.03494 -0.0584 -0.0645 -0.0162
C -1.12977 1.55661 2.73366 0.0109 0.0780 -0.1410
C -0.11529 1.70756 1.81328 0.0577 0.2011 -0.2145
C 1.21995 1.38806 2.20931 -0.0398 -0.0160 0.0060
H 7.38678 2.94934 -2.24951 0.0022 0.0013 -0.0028
H 6.63770 4.83039 -0.83268 -0.0035 0.0034 0.0052
H 4.36701 4.81197 0.14443 0.0043 -0.0001 0.0018
H 3.60823 1.02409 -1.70018 -0.0042 -0.0058 -0.0009
H 5.86047 1.05024 -2.68517 0.0080 -0.0003 -0.0017
H 1.19745 4.11656 -2.28960 -0.0101 -0.0001 0.0077
H 0.19563 3.23618 -4.35587 0.0050 0.0088 -0.0020
H -0.37168 0.83139 -4.53820 -0.0025 -0.0072 -0.0026
H 0.05180 -0.68368 -2.62959 -0.0049 -0.0063 0.0136
H 1.11714 0.17240 -0.57786 0.0530 -0.0311 -0.0586
H 4.46597 1.46997 1.16922 0.0105 0.0018 0.0046
H 4.78699 0.23954 3.27320 0.0052 -0.0047 -0.0027
H 2.88470 -0.09669 4.80866 0.0031 -0.0034 0.0025
H 0.54661 0.20998 5.35034 0.0024 0.0064 0.0063
H -1.71886 0.96666 4.72982 0.0012 0.0046 0.0107
H -2.15801 1.77813 2.45496 0.0090 0.0045 0.0262
F -5.80935 3.65357 -0.51941 0.0072 -0.0180 -0.0302
C -5.06945 3.07967 -1.45602 -0.0584 0.0283 0.0632
F -5.31120 3.64069 -2.62919 0.0252 -0.0004 0.0044
F -5.33612 1.78501 -1.51150 0.0018 0.0224 -0.0023
S -3.28843 3.26006 -1.02967 0.0764 0.1399 -0.1848
O -2.50461 2.57738 -2.04006 -0.0114 0.0865 0.0446
O -3.10677 2.62524 0.27879 0.0473 -0.1169 0.1118
N -3.12637 4.81906 -1.00532 -0.0445 -0.1467 0.0463
S -1.71676 5.30972 -0.46834 0.1385 -0.1040 -0.0678
O -0.79883 4.17789 -0.30300 -0.0898 -0.0601 0.1254
O -1.23834 6.45792 -1.15079 -0.0292 -0.0099 -0.0434
C -2.06048 5.86976 1.25452 0.0276 0.0499 0.0617
F -3.06479 6.73557 1.24990 -0.0430 0.0542 -0.0262
F -2.37396 4.84117 2.03045 -0.0322 -0.0872 -0.0016
F -0.97168 6.45922 1.72975 0.0460 0.0040 0.0128
C -3.90418 -3.01131 1.71355 0.0264 -0.0125 -0.0055
C -2.41153 -3.19472 1.95436 0.0252 -0.0355 -0.0256
C -2.12525 -4.57069 2.53997 0.0006 0.0172 -0.0175
C -1.88119 -2.10070 2.87394 0.0051 -0.0263 -0.0811
O -1.75002 -3.17778 0.67362 -0.1314 0.0411 0.1046
Si -1.03872 -2.01310 -0.22217 0.0540 0.1428 -0.0609
S -2.13519 -0.20799 -0.18346 0.0880 0.0312 0.0270
O -0.93534 -2.59808 -1.75175 -0.0161 -0.0270 0.0354
C -1.89844 -3.28631 -2.56746 -0.0109 -0.0519 -0.0067
C -1.44948 -3.06353 -4.00535 0.0031 -0.0103 0.0404
C -1.85553 -4.76895 -2.21287 -0.0062 0.0408 0.0149
C -3.30180 -2.72538 -2.36456 0.0625 0.0127 -0.0366
O 0.49945 -1.73344 0.26448 0.0067 -0.0309 -0.0557
C 1.62051 -2.62979 0.43079 0.0059 -0.0087 0.0254
C 2.82135 -1.93096 -0.19203 -0.0234 0.0223 0.0010
C 1.38991 -3.97706 -0.24505 0.0073 0.0379 0.0150
C 1.82981 -2.81890 1.92742 -0.0535 0.0257 -0.0391
H -4.44827 -3.05964 2.65857 -0.0126 0.0075 -0.0044
H -4.27886 -3.79856 1.05704 -0.0030 -0.0008 -0.0046
H -4.09350 -2.04313 1.24840 -0.0061 0.0129 -0.0007
H -2.62419 -4.68838 3.50301 -0.0062 -0.0092 0.0007
H -1.05203 -4.70300 2.68565 0.0059 -0.0045 0.0065
H -2.48031 -5.34760 1.86164 0.0001 -0.0106 0.0046
H -2.33654 -2.19142 3.86199 -0.0055 -0.0096 -0.0038
H -2.11716 -1.11677 2.47206 -0.0005 0.0451 0.0037
H -0.79898 -2.17205 2.98420 0.0232 -0.0012 0.0145
H -0.43233 -3.43307 -4.14353 0.0041 0.0068 -0.0036
H -1.47188 -1.99799 -4.24010 0.0017 0.0096 -0.0244
H -2.10958 -3.58616 -4.69888 0.0014 0.0013 -0.0098
H -0.84882 -5.16187 -2.36180 0.0080 -0.0087 0.0008
H -2.54666 -5.33174 -2.84275 0.0004 -0.0027 -0.0084
H -2.13463 -4.90963 -1.16857 0.0052 -0.0114 -0.0039
H -3.32790 -1.65998 -2.59531 -0.0035 -0.0023 0.0120
H -3.62981 -2.86266 -1.33423 -0.0233 -0.0014 0.0416
H -4.00199 -3.24562 -3.02055 -0.0062 -0.0045 0.0055
H 2.64863 -1.76645 -1.25804 0.0068 -0.0073 -0.0056
H 3.71905 -2.53972 -0.07438 0.0117 -0.0088 -0.0103
H 2.99102 -0.96762 0.29188 0.0100 -0.0116 0.0000
H 1.27218 -3.85825 -1.32108 0.0028 -0.0007 -0.0138
H 0.49721 -4.46378 0.14973 -0.0121 -0.0162 0.0095
H 2.24967 -4.62150 -0.05231 -0.0104 -0.0111 -0.0075
H 1.90202 -1.84836 2.41950 0.0105 -0.0080 -0.0029
H 2.74558 -3.38143 2.11832 0.0015 -0.0013 -0.0005
H 0.99080 -3.36977 2.35472 0.0019 -0.0101 0.0191
```
Positions in Å, forces in eV/Å.

- Kohn-Sham gap (spin up / spin down) (Ha) = 0.278 / 0.283
- charge = 0
- multiplicity = 2
- maximum force (eV/A) = 0.47
- HOMO (spin up / spin down) (eV) = -8.052 / -8.084
- E_tot (Eh) = -5253.35848
- LUMO energy (spin up / spin down) (eV) = -0.5 / -0.4

Results of the Löwdin charge analysis, in e, for atoms 1 through 8: atom 1 (Ti): 0.813, atom 2 (C): -0.085, atom 3 (C): -0.083, atom 4 (C): -0.102, atom 5 (C): -0.390, atom 6 (C): -0.085, atom 7 (C): -0.075, atom 8 (P): 1.141

This record from the Open Molecules 2025 dataset describes a cluster of 2 separate species, C6H13NO in total at a distorted geometry. The level of theory is ωB97M-V/def2-TZVPD.

```
21
Properties=species:S:1:pos:R:3:forces:R:3
C -0.39086 -0.86913 1.58144 0.2910 -1.2310 0.1143
O -0.10957 -0.29857 0.35318 -0.8937 -0.0559 1.4774
C -1.41660 -0.00805 2.33865 -0.1109 0.9436 -0.0897
C -0.88756 1.38867 2.68001 -0.0956 -0.0277 -0.3665
H 0.50087 -1.00617 2.22279 0.0103 0.6020 -0.3106
H -0.81027 -1.87578 1.47983 -0.1586 0.0553 -0.3035
H -1.67934 -0.52887 3.26350 0.0813 -0.1825 -0.2431
H -2.31540 0.06759 1.71360 0.0856 -0.0824 0.2423
H -1.58312 1.90440 3.34135 0.0466 -0.0031 -0.0031
H -0.76526 2.00897 1.78131 -0.0377 -0.1368 0.2104
H 0.08279 1.33036 3.17113 0.0057 0.0016 0.0938
C 1.31635 -0.36746 -1.49053 0.9368 -0.0251 -1.0282
C 1.78738 -1.54204 -1.89349 -0.2841 0.4787 0.0416
C -0.38846 1.24289 -1.86037 1.0502 -0.8525 -0.5100
N 0.38545 0.32790 -2.33847 -0.8455 -0.1221 0.9529
H 1.63060 0.22194 -0.63677 0.1036 -0.3229 -0.2592
H 1.43355 -1.97653 -2.81950 0.0452 -0.1421 -0.0113
H 2.51038 -2.09431 -1.31767 0.0636 0.0010 0.0828
H -1.07149 1.75051 -2.53367 -0.1113 -0.0294 0.3504
H -0.23712 1.36476 -0.78891 -0.3881 0.7957 -0.2692
H 0.22019 -0.07304 -3.25875 0.2056 0.3358 -0.1713
```
Positions in Å, forces in eV/Å.

- Kohn-Sham gap (spin up / spin down) (Ha) = 0.340 / 0.302
- charge = +1
- multiplicity = 2
- maximum force (eV/A) = 1.73
- HOMO (spin up / spin down) (eV) = -14.354 / -13.971
- E_tot (Eh) = -366.01915
- LUMO energy (spin up / spin down) (eV) = -5.1 / -5.7

Results of the Löwdin charge analysis, in e, for atoms 1 through 8: atom 1 (C): -0.272, atom 2 (O): -0.071, atom 3 (C): -0.208, atom 4 (C): -0.096, atom 5 (H): 0.140, atom 6 (H): 0.119, atom 7 (H): 0.123, atom 8 (H): 0.115

This record from the Open Molecules 2025 dataset describes a cluster of 2 separate species, C3H7Cl2N in total at a distorted geometry. The level of theory is ωB97M-V/def2-TZVPD.

```
13
Properties=species:S:1:pos:R:3:forces:R:3
C 1.12640 -0.62627 1.33250 0.2850 2.6436 -0.3695
C -0.46892 0.77526 -1.40936 -0.2252 0.7323 -2.4429
C 1.79284 -0.01957 0.12159 2.0491 0.7053 2.9093
N 0.27395 -0.43779 -1.39353 -1.6574 -0.1290 -1.5553
Cl 2.09168 1.70656 0.07884 0.1384 -0.3775 0.3174
Cl 3.05580 -0.94433 -0.42608 1.4506 -0.7253 -0.9138
H 1.49061 -0.19549 2.27672 0.2721 -0.3640 -0.2041
H 1.13208 -1.67210 1.30672 0.2332 -1.4571 0.0103
H 0.13564 -0.27422 1.25618 -1.7076 0.1876 0.3332
H -0.19644 1.33379 -2.35301 0.1668 -0.0635 1.2078
H -1.54339 0.60350 -1.57346 -0.0363 0.0784 0.7992
H -0.20794 1.37030 -0.51502 -0.6305 -0.0801 -0.4240
H -0.25958 -0.99805 -0.75844 -0.3382 -1.1507 0.3324
```
Positions in Å, forces in eV/Å.

- Kohn-Sham gap (spin up / spin down) (Ha) = 0.280 / 0.311
- charge = 0
- multiplicity = 3
- maximum force (eV/A) = 3.63
- HOMO (spin up / spin down) (eV) = -6.775 / -10.096
- E_tot (Eh) = -1093.45727
- LUMO energy (spin up / spin down) (eV) = 0.8 / -1.6

Results of the Löwdin charge analysis, in e, for atoms 1 through 8: atom 1 (C): -0.182, atom 2 (C): -0.240, atom 3 (C): -1.282, atom 4 (N): 0.005, atom 5 (Cl): 0.609, atom 6 (Cl): 0.672, atom 7 (H): 0.091, atom 8 (H): 0.054

This record from the Open Molecules 2025 dataset describes a cluster of 2 separate species, C4H7NO in total at a distorted geometry. The level of theory is ωB97M-V/def2-TZVPD.

```
13
Properties=species:S:1:pos:R:3:forces:R:3
C -0.38872 -0.20663 2.19668 0.6417 0.2018 -0.3899
C -0.50607 -1.01092 1.04690 0.2672 0.2307 -1.7831
N -0.06911 -0.29522 -0.03209 1.2634 1.0642 0.1908
C 0.39117 0.92270 0.40460 -2.3558 -0.4173 -0.2544
C 0.08404 1.02347 1.79097 1.0960 -0.6662 0.7055
H -0.44015 -0.72406 3.12650 -0.4866 0.5783 0.8949
H -0.87771 -2.01326 0.93095 0.0123 -0.1732 0.0547
H 0.14173 -0.50211 -1.00422 -0.9399 -0.9067 0.0280
H 0.55646 1.70840 -0.32125 0.6208 -0.0817 0.1297
H 0.45850 1.83781 2.38336 -0.3601 0.1549 0.2875
H 0.85536 -0.19611 -3.09967 0.2066 0.0097 0.0967
H -0.11017 -0.26778 -4.19088 -0.5918 -0.0667 -0.3655
O -0.09530 -0.27630 -3.23183 0.6262 0.0722 0.4053
```
Positions in Å, forces in eV/Å.

- Kohn-Sham gap (spin up / spin down) (Ha) = 0.422 / 0.285
- charge = +1
- multiplicity = 2
- maximum force (eV/A) = 2.41
- HOMO (spin up / spin down) (eV) = -15.372 / -15.528
- E_tot (Eh) = -286.29329
- LUMO energy (spin up / spin down) (eV) = -3.9 / -7.8

Results of the Löwdin charge analysis, in e, for atoms 1 through 8: atom 1 (C): 0.013, atom 2 (C): 0.057, atom 3 (N): 0.104, atom 4 (C): 0.057, atom 5 (C): 0.023, atom 6 (H): 0.127, atom 7 (H): 0.153, atom 8 (H): 0.139